Entry 1:
Computed, not measured: a cluster of 2 separate species, C9H13NO2 in total, with wB97M-V/def2-TZVPD.

Calculated values
Relative energy (zero: lowest compared OMol25 entry of this formula, charge and spin) = 53.43 kcal/mol
Kohn-Sham gap = 0.344 Ha
LUMO level = 0.64 eV
Molar mass = 167.208 g mol⁻¹
Total energy = -15127.315 eV

The geometry in XYZ format:
```
25
Properties=species:S:1:pos:R:3:forces:R:3
C -2.027 0.023 -2.250 1.4 0.6 0.8
C -0.630 0.535 -1.800 0.7 -4.8 -1.5
C -0.620 1.614 -1.053 -0.4 4.6 1.4
C 0.420 2.101 -0.214 0.4 -4.4 -3.2
C 1.525 1.224 -0.308 0.8 2.0 1.5
O 2.701 1.553 0.412 0.0 -0.8 -0.9
C 1.632 0.025 -1.076 -0.3 1.1 2.6
C 0.493 -0.356 -1.768 0.0 1.7 1.1
H -2.373 -0.321 -1.193 -0.5 0.1 -2.5
H -1.979 -0.679 -3.117 -0.2 0.0 1.2
H -2.537 0.917 -2.638 -0.4 -0.5 0.5
H -1.510 2.211 -1.266 0.0 0.3 0.9
H 0.360 3.013 0.272 0.1 1.4 1.1
H 2.607 1.850 1.321 -0.7 0.1 -0.2
H 2.492 -0.540 -0.596 -1.0 0.1 -1.8
H 0.397 -1.353 -2.057 -0.1 -1.4 -1.1
C 0.930 -1.639 1.963 2.7 -1.1 0.5
C -0.424 -1.085 2.462 0.2 0.0 -2.7
N -1.412 -0.968 1.421 0.3 0.3 3.5
O -0.551 -0.693 3.596 -0.6 -0.3 -0.5
H 1.207 -1.693 0.855 -1.1 0.4 1.5
H 1.181 -2.722 2.337 -1.0 1.9 -0.4
H 1.773 -1.020 2.473 -1.5 -0.9 -0.9
H -2.356 -0.755 1.745 0.6 0.0 -0.3
H -1.297 -1.240 0.479 0.5 -0.4 -0.6
```
Forces are in eV/Å.

Entry 2:
Computed, not measured: a structure of composition C5H8N2, with wB97M-V/def2-TZVPD.

Calculated values
Relative energy (zero: lowest compared OMol25 entry of this formula, charge and spin) = 100.78 kcal/mol
Kohn-Sham gap = 0.307 Ha
LUMO level = 0.67 eV
Molar mass = 96.133 g mol⁻¹
Total energy = -8290.626 eV

The geometry in XYZ format:
```
15
Properties=species:S:1:pos:R:3:forces:R:3
C 2.220 0.125 0.065 0.1 0.0 0.0
C 0.738 0.152 -0.213 -0.1 -0.1 0.1
C 0.246 0.524 -1.546 -0.1 0.0 0.0
N -0.994 0.507 -1.856 0.4 0.1 -0.1
C -1.435 -0.015 1.196 0.2 -0.1 -0.1
N -2.339 -0.952 1.542 -0.1 0.0 -0.1
C -0.225 -0.126 0.674 -0.3 0.1 -0.1
H 2.602 1.115 0.349 -0.1 -0.1 -0.1
H 2.470 -0.569 0.873 -0.1 0.1 -0.1
H 2.779 -0.191 -0.824 -0.1 0.0 0.1
H 1.035 0.806 -2.259 -0.1 0.0 0.1
H -1.120 0.814 -2.820 0.0 0.0 0.1
H -2.329 -1.851 1.076 0.0 0.1 0.1
H -3.253 -0.623 1.811 0.2 -0.1 0.0
H -0.397 0.283 1.933 0.1 0.0 0.1
```
Forces are in eV/Å.

Entry 3:
Computed, not measured: a structure of composition C23H22I2MnN6O, with wB97M-V/def2-TZVPD.

Calculated values
Relative energy (zero: lowest compared OMol25 entry of this formula, charge and spin) = 3.60 kcal/mol
Kohn-Sham gap (alpha / beta) = 0.257 / 0.244 Ha
LUMO level (alpha / beta) = 0.01 / 0.00 eV
Molar mass = 707.216 g mol⁻¹
Multiplicity = 2
Total energy = -82720.082 eV

The geometry in XYZ format:
```
55
Properties=species:S:1:pos:R:3:forces:R:3
Mn -0.483 0.901 -0.531 0.2 -0.9 -0.3
C 3.658 1.027 -1.552 0.0 0.0 0.1
C 2.167 0.990 -1.506 -0.1 0.0 -0.5
N 1.450 1.005 -0.442 0.2 0.1 0.4
N 2.043 0.996 0.802 -0.2 0.0 -0.3
C 1.091 0.827 1.705 0.1 0.1 0.3
O -0.145 0.637 1.449 0.0 0.1 -0.1
C 1.520 0.794 3.136 0.0 0.0 -0.2
C 0.559 0.632 4.127 0.0 0.0 0.1
C 0.933 0.592 5.462 0.0 0.0 0.0
C 2.270 0.714 5.811 0.0 0.0 0.0
C 3.234 0.878 4.824 0.0 0.0 0.0
C 2.861 0.918 3.490 0.0 0.0 0.0
C 1.351 0.924 -2.734 0.3 0.1 0.3
C 1.902 0.941 -4.008 -0.1 0.0 -0.2
C 1.060 0.879 -5.106 0.2 0.0 0.1
C -0.308 0.807 -4.904 -0.1 0.0 0.1
C -0.782 0.794 -3.603 0.1 0.0 -0.1
N 0.018 0.839 -2.541 -0.1 0.2 0.1
H 4.046 1.050 -0.538 0.0 0.0 0.0
H 4.004 1.917 -2.082 0.0 0.0 0.0
H 4.060 0.153 -2.069 0.0 0.0 0.0
H -0.479 0.551 3.835 0.0 0.0 0.0
H 0.181 0.472 6.231 0.0 0.0 0.0
H 2.563 0.685 6.853 0.0 0.0 0.0
H 4.277 0.976 5.096 0.0 0.0 0.0
H 3.597 1.049 2.710 0.0 0.0 0.0
H 2.973 1.015 -4.131 0.0 0.0 0.0
H 1.471 0.896 -6.107 0.0 0.0 0.0
H -1.003 0.769 -5.730 0.0 0.0 0.0
H -1.844 0.753 -3.394 0.0 0.0 0.0
I -0.775 3.528 -0.565 0.1 0.2 0.0
C -2.744 -1.067 1.396 0.0 0.0 0.0
C -3.244 -0.105 0.377 0.0 0.0 -0.1
N -2.539 0.622 -0.473 -0.3 0.2 0.2
C -3.450 1.376 -1.191 0.0 -0.1 -0.1
C -4.710 1.082 -0.790 0.0 0.0 0.0
N -4.563 0.143 0.205 0.0 0.0 0.0
H -1.721 -0.815 1.659 0.0 0.0 0.0
H -2.780 -2.094 1.023 0.0 0.0 0.0
H -3.356 -1.012 2.298 0.0 0.0 0.0
H -3.121 2.109 -1.905 0.0 0.0 0.0
H -5.669 1.464 -1.089 0.0 0.0 0.0
H -5.299 -0.265 0.754 0.0 0.0 0.0
I 1.728 -4.252 1.471 0.1 -0.1 0.1
C 0.415 -3.288 0.192 -0.1 0.2 -0.1
C -0.515 -3.991 -0.553 0.0 -0.1 0.0
C -1.360 -3.283 -1.392 0.0 0.1 0.0
C -1.254 -1.904 -1.436 0.1 -0.1 -0.1
N -0.367 -1.226 -0.707 -0.3 0.2 0.3
C 0.463 -1.904 0.086 0.1 -0.2 -0.1
H -0.575 -5.069 -0.485 0.0 0.0 0.0
H -2.095 -3.790 -2.002 0.0 0.0 0.0
H -1.901 -1.313 -2.070 0.0 0.0 0.0
H 1.186 -1.327 0.645 0.0 0.0 0.0
```
Forces are in eV/Å.

Entry 4:
Computed, not measured: a cluster of 6 separate species, C5H19O7 in total, with wB97M-V/def2-TZVPD.

Calculated values
Relative energy (zero: lowest compared OMol25 entry of this formula, charge and spin) = 32.55 kcal/mol
Kohn-Sham gap = 0.288 Ha
LUMO level = 3.54 eV
Molar mass = 191.200 g mol⁻¹
Total charge = -1
Total energy = -19827.667 eV

The geometry in XYZ format:
```
31
Properties=species:S:1:pos:R:3:forces:R:3
C 1.429 -0.608 -0.797 0.3 -0.9 -0.9
O 0.053 -1.009 -0.869 -0.9 0.3 1.3
C 2.022 -0.691 0.608 -0.7 0.5 0.0
C 1.888 0.660 1.374 1.2 -0.5 0.5
C 0.455 1.086 1.404 1.7 0.1 0.7
C -0.045 1.941 0.506 -1.4 -0.6 0.1
O -1.320 2.046 0.281 -1.1 0.5 -0.1
H 1.933 -1.326 -1.528 -0.4 0.9 1.0
H 1.531 0.405 -1.213 0.1 -0.2 0.1
H 3.047 -1.002 0.520 0.7 -0.1 0.1
H 1.483 -1.468 1.157 0.1 -0.1 -0.1
H 2.352 0.509 2.403 -0.6 0.3 -1.0
H 2.538 1.401 0.856 -0.4 -0.3 0.2
H -0.158 0.608 2.155 -0.4 0.0 -0.2
H -0.499 -0.652 -0.084 1.1 -0.5 -1.3
H 0.551 2.522 -0.173 1.0 0.2 -0.2
H -0.716 0.127 -1.889 -0.4 0.7 -0.3
H -1.354 1.478 -1.515 -0.3 0.7 1.2
O -1.136 0.946 -2.273 0.3 -1.3 -1.1
H -0.608 -3.251 1.147 0.2 0.2 -0.3
H -0.125 -2.898 -0.266 0.1 1.3 -0.8
O -0.241 -3.621 0.322 -0.1 -1.8 0.9
H 1.034 3.024 -2.327 -0.3 -0.6 -0.4
H 0.258 1.755 -2.852 -0.4 0.1 0.3
O 1.053 2.305 -2.981 0.9 0.7 -0.1
H -1.596 -1.417 1.775 0.2 -0.1 0.3
H -0.321 -1.577 2.661 -0.2 0.0 -0.1
O -1.103 -2.053 2.357 -0.2 0.2 0.3
H -2.751 -0.433 -0.019 -1.5 -0.5 -1.9
H -1.943 0.779 0.621 0.1 -0.4 0.0
O -2.209 -0.261 0.705 1.4 1.1 1.7
```
Forces are in eV/Å.

Entry 5:
Computed, not measured: an isolated molecule of C23H22N2O5S, with wB97M-V/def2-TZVPD.

Calculated values
Relative energy (zero: lowest compared OMol25 entry of this formula, charge and spin) = 0.90 kcal/mol
Kohn-Sham gap = 0.290 Ha
LUMO level = -0.74 eV
Molar mass = 438.505 g mol⁻¹
Total energy = -48263.758 eV

The geometry in XYZ format:
```
53
Properties=species:S:1:pos:R:3:forces:R:3
O -3.730 -2.087 -1.823 -0.1 0.0 -0.1
C -3.065 -1.998 -0.829 0.2 -0.5 0.0
C -1.970 -2.949 -0.395 0.0 0.2 -0.2
C -0.619 -2.221 -0.475 0.1 0.0 0.2
C 0.318 -2.608 0.670 -0.2 0.0 -0.2
N 1.436 -1.696 0.763 -0.2 -0.2 0.0
C 1.339 -0.424 1.294 -0.1 0.0 0.0
O 0.311 0.095 1.666 0.0 0.0 0.2
C 2.714 0.120 1.285 0.7 -0.1 -0.1
C 3.217 1.311 1.764 -0.1 -0.2 0.0
C 4.579 1.549 1.603 -0.1 0.1 0.1
C 5.399 0.624 0.977 0.0 -0.1 -0.1
C 4.893 -0.583 0.503 -0.2 -0.1 0.0
C 3.546 -0.821 0.671 0.1 0.6 0.3
C 2.722 -2.004 0.325 0.0 -0.2 0.0
O 3.037 -3.039 -0.200 0.1 0.0 0.0
O -3.163 -1.006 0.064 0.0 0.2 0.5
C -3.975 0.121 -0.260 -0.3 0.4 -0.5
C -5.351 0.021 0.377 0.0 0.0 0.3
S -5.240 0.766 2.047 0.1 0.1 0.0
C -3.508 1.285 1.840 -0.2 -0.1 0.1
C -3.279 1.361 0.341 -0.1 -0.2 -0.3
N -1.869 1.416 0.033 -0.1 0.1 0.2
C -1.449 1.518 -1.254 0.2 0.1 0.5
O -2.210 1.644 -2.191 -0.2 0.0 -0.3
C 0.039 1.491 -1.409 0.2 0.1 -0.2
C 0.838 2.394 -0.717 -0.1 0.0 -0.1
C 2.205 2.407 -0.928 0.0 0.1 -0.1
C 2.785 1.494 -1.795 0.1 0.1 0.0
C 1.992 0.585 -2.475 0.0 -0.1 0.0
C 0.620 0.598 -2.301 -0.1 0.0 0.0
H -1.988 -3.835 -1.026 -0.1 0.0 0.0
H -2.174 -3.237 0.638 0.0 0.0 0.0
H -0.136 -2.422 -1.431 0.0 0.0 0.0
H -0.790 -1.145 -0.405 0.0 -0.1 0.0
H 0.727 -3.611 0.527 0.0 0.1 0.1
H -0.224 -2.562 1.619 0.0 -0.1 -0.1
H 2.573 2.027 2.251 -0.1 0.1 0.0
H 5.003 2.471 1.970 0.0 0.1 0.0
H 6.450 0.840 0.860 0.1 0.0 0.0
H 5.527 -1.313 0.024 0.1 -0.1 0.0
H -4.052 0.194 -1.351 0.1 0.0 0.3
H -5.673 -1.014 0.471 0.0 0.0 -0.1
H -6.090 0.582 -0.194 0.1 -0.1 -0.1
H -3.370 2.240 2.340 0.1 0.0 0.0
H -2.857 0.532 2.287 0.1 0.1 0.0
H -3.763 2.247 -0.088 0.0 -0.2 0.1
H -1.219 1.111 0.747 0.1 0.0 -0.2
H 0.383 3.100 -0.039 -0.1 0.1 0.1
H 2.822 3.132 -0.419 0.0 0.0 0.0
H 3.855 1.499 -1.945 0.1 0.0 0.0
H 2.443 -0.123 -3.154 0.0 -0.1 -0.1
H -0.013 -0.078 -2.856 -0.1 -0.1 -0.1
```
Forces are in eV/Å.

Question: Which value of total energy does entry 3 give?
Answer: -82720.082 eV

Repeat the first record exactly.
Computed, not measured: a cluster of 2 separate species, C9H13NO2 in total, with wB97M-V/def2-TZVPD.

Calculated values
Relative energy (zero: lowest compared OMol25 entry of this formula, charge and spin) = 53.43 kcal/mol
Kohn-Sham gap = 0.344 Ha
LUMO level = 0.64 eV
Molar mass = 167.208 g mol⁻¹
Total energy = -15127.315 eV

The geometry in XYZ format:
```
25
Properties=species:S:1:pos:R:3:forces:R:3
C -2.027 0.023 -2.250 1.4 0.6 0.8
C -0.630 0.535 -1.800 0.7 -4.8 -1.5
C -0.620 1.614 -1.053 -0.4 4.6 1.4
C 0.420 2.101 -0.214 0.4 -4.4 -3.2
C 1.525 1.224 -0.308 0.8 2.0 1.5
O 2.701 1.553 0.412 0.0 -0.8 -0.9
C 1.632 0.025 -1.076 -0.3 1.1 2.6
C 0.493 -0.356 -1.768 0.0 1.7 1.1
H -2.373 -0.321 -1.193 -0.5 0.1 -2.5
H -1.979 -0.679 -3.117 -0.2 0.0 1.2
H -2.537 0.917 -2.638 -0.4 -0.5 0.5
H -1.510 2.211 -1.266 0.0 0.3 0.9
H 0.360 3.013 0.272 0.1 1.4 1.1
H 2.607 1.850 1.321 -0.7 0.1 -0.2
H 2.492 -0.540 -0.596 -1.0 0.1 -1.8
H 0.397 -1.353 -2.057 -0.1 -1.4 -1.1
C 0.930 -1.639 1.963 2.7 -1.1 0.5
C -0.424 -1.085 2.462 0.2 0.0 -2.7
N -1.412 -0.968 1.421 0.3 0.3 3.5
O -0.551 -0.693 3.596 -0.6 -0.3 -0.5
H 1.207 -1.693 0.855 -1.1 0.4 1.5
H 1.181 -2.722 2.337 -1.0 1.9 -0.4
H 1.773 -1.020 2.473 -1.5 -0.9 -0.9
H -2.356 -0.755 1.745 0.6 0.0 -0.3
H -1.297 -1.240 0.479 0.5 -0.4 -0.6
```
Forces are in eV/Å.

Question: Among the records above, which one has the lowest total energy?
Answer: C23H22I2MnN6O